# C4H5O5P

The ion C4H5O5P with charge -2 (wB97M-V/def2-TZVPD, the Open Molecules 2025 dataset).

Output
energy relative to the best compared isomer or geometry (same formula, charge and spin): 0.0 kJ/mol
structure (SMILES): C=C(C(=O)OC)P(=O)([O-])[O-]
orbital gap: 6.4 eV
HOMO energy: 0.0 eV
charge: -2
total energy: -23755.065 eV

The geometry in XYZ format:
```
15
Properties=species:S:1:pos:R:3:nbo_charge:R:1
C -1.112 0.572 1.680 -0.403
C 0.118 0.799 1.206 -0.456
C 0.294 1.834 0.003 0.789
C 1.326 -0.004 -1.108 -0.411
O 1.065 -0.684 3.422 -1.220
O 0.619 -1.848 1.177 -1.260
O -0.253 2.944 -0.015 -0.693
O 2.635 -0.371 1.376 -1.221
O 0.888 1.370 -1.078 -0.525
P 1.239 -0.682 1.938 2.379
H -1.240 -0.175 2.298 0.194
H -1.969 1.070 1.251 0.141
H 1.793 -0.195 -2.137 0.138
H 0.607 -0.822 -0.950 0.219
H 1.950 -0.147 -0.055 0.329
```